Molecular formula: C49H133N7O20
Method: DFT, ωB97M-V with the def2-TZVPD basis set

Properties
Total charge: 0
Total energy in Ha: -3834.24168
Orbital gap in eV: 8.710

```
209
Properties=species:S:1:pos:R:3:lowdin_charge:R:1
C 2.90 3.46 -6.58 -0.76
O 3.32 2.48 -5.94 -0.01
N 1.69 3.97 -6.49 0.16
N 3.57 4.05 -7.51 0.15
H 1.53 4.66 -7.22 0.10
H 0.96 3.50 -5.98 0.12
H 4.48 3.63 -7.64 0.13
H 3.15 4.76 -8.09 0.11
C -5.20 4.56 -8.55 -0.10
C -3.80 4.12 -8.92 -0.34
O -3.69 3.99 -10.32 -0.08
H -6.02 3.90 -8.81 0.07
H -5.46 5.54 -8.94 0.08
H -5.27 4.55 -7.46 0.07
H -3.58 3.16 -8.45 0.10
H -2.98 4.72 -8.52 0.11
H -4.44 3.46 -10.60 0.08
C -4.34 -6.18 -7.61 -0.08
C -4.57 -6.13 -9.11 -0.34
O -4.24 -7.33 -9.73 -0.08
H -4.49 -7.21 -7.29 0.07
H -5.14 -5.67 -7.07 0.06
H -3.38 -5.85 -7.22 0.07
H -4.08 -5.32 -9.64 0.11
H -5.59 -5.88 -9.40 0.10
H -4.95 -7.97 -9.66 0.08
C -4.71 2.08 5.56 -0.09
C -6.22 1.99 5.44 -0.35
O -6.67 3.29 5.46 -0.07
H -4.34 2.56 4.65 0.07
H -4.30 1.07 5.63 0.07
H -4.25 2.67 6.35 0.07
H -6.59 1.51 6.34 0.11
H -6.46 1.39 4.56 0.11
H -7.63 3.31 5.50 0.09
C -5.10 7.23 -3.25 -0.11
C -5.43 8.25 -2.23 -0.36
O -4.75 9.43 -2.56 -0.07
H -4.08 6.83 -3.19 0.08
H -5.28 7.67 -4.23 0.08
H -5.75 6.37 -3.11 0.07
H -5.16 7.88 -1.24 0.11
H -6.51 8.38 -2.31 0.11
H -5.32 10.16 -2.29 0.08
C 3.88 2.47 -0.69 -0.08
C 2.76 3.49 -0.54 -0.28
O 3.20 4.52 0.42 -0.11
H 4.85 2.80 -0.31 0.07
H 4.21 2.29 -1.71 0.07
H 3.56 1.55 -0.20 0.07
H 1.85 3.03 -0.16 0.10
H 2.59 4.04 -1.46 0.10
H 2.67 5.31 0.30 0.05
C 0.91 2.31 5.14 -0.09
C 0.79 2.90 6.51 -0.33
O 2.09 3.03 7.06 -0.09
H 1.23 1.27 5.14 0.07
H 1.58 2.87 4.49 0.08
H -0.04 2.26 4.60 0.07
H 0.15 2.29 7.15 0.10
H 0.44 3.93 6.58 0.11
H 2.09 3.31 7.98 0.08
C -5.67 1.72 0.47 -0.07
C -6.46 2.86 -0.23 -0.38
O -7.27 2.32 -1.16 -0.06
H -5.25 0.98 -0.21 0.06
H -6.40 1.11 0.99 0.07
H -4.75 2.03 0.96 0.07
H -5.83 3.60 -0.73 0.10
H -7.06 3.39 0.50 0.11
H -7.81 3.07 -1.43 0.09
C -8.35 -6.90 -4.67 -0.08
C -8.88 -5.76 -3.79 -0.34
O -7.96 -4.72 -3.84 -0.09
H -7.36 -7.25 -4.37 0.08
H -8.41 -6.64 -5.73 0.07
H -9.05 -7.72 -4.55 0.07
H -8.88 -6.08 -2.74 0.10
H -9.87 -5.38 -4.02 0.11
H -8.25 -3.93 -3.38 0.08
C 2.61 -2.60 -3.34 -0.13
C 2.43 -2.71 -4.78 -0.30
O 1.22 -3.49 -4.81 -0.11
H 3.42 -1.89 -3.15 0.07
H 2.89 -3.54 -2.86 0.08
H 1.80 -2.12 -2.80 0.07
H 3.20 -3.23 -5.35 0.12
H 2.16 -1.73 -5.17 0.11
H 0.51 -3.01 -4.37 0.05
C -2.02 -1.08 0.84 -0.11
O -2.32 -1.02 -0.53 -0.21
C -2.29 -2.36 -1.03 -0.23
C -2.69 -2.38 -2.47 -0.26
N -1.85 -1.52 -3.18 -0.08
C -2.42 -0.90 -4.39 -0.13
C -1.46 0.34 -4.76 -0.20
O -1.90 1.54 -4.25 -0.18
C -1.87 1.68 -2.87 -0.13
H -2.14 -0.08 1.25 0.09
H -0.99 -1.42 0.93 0.09
H -2.73 -1.71 1.39 0.09
H -2.93 -3.00 -0.42 0.13
H -1.26 -2.71 -1.05 0.12
H -3.75 -2.13 -2.50 0.12
H -2.59 -3.42 -2.81 0.12
H -1.57 -0.79 -2.54 0.07
H -3.37 -0.44 -4.15 0.11
H -2.52 -1.67 -5.16 0.11
H -1.24 0.43 -5.82 0.12
H -0.49 0.16 -4.31 0.11
H -0.90 1.50 -2.42 0.10
H -2.71 1.25 -2.31 0.09
H -1.98 2.74 -2.63 0.09
C 2.87 -7.12 5.23 -0.10
O 2.54 -7.68 3.97 -0.20
C 3.62 -7.89 3.10 -0.23
C 3.17 -8.37 1.67 -0.18
N 2.15 -7.36 1.27 -0.06
C 1.45 -7.83 0.09 -0.22
C 0.31 -8.86 0.37 -0.21
O -0.44 -9.35 -0.76 -0.20
C -1.28 -8.33 -1.39 -0.08
H 2.09 -7.24 5.98 0.08
H 3.10 -6.06 5.16 0.09
H 3.70 -7.65 5.69 0.08
H 4.31 -8.63 3.50 0.11
H 4.25 -7.01 2.95 0.12
H 2.90 -9.42 1.72 0.10
H 4.00 -8.29 0.96 0.11
H 1.59 -7.23 2.10 0.09
H 2.17 -8.23 -0.62 0.12
H 0.96 -6.96 -0.35 0.10
H -0.45 -8.46 1.04 0.11
H 0.73 -9.68 0.96 0.11
H -1.88 -8.73 -2.21 0.08
H -0.61 -7.59 -1.83 0.07
H -1.95 -7.89 -0.65 0.08
C -1.38 -4.51 4.56 -0.11
O -1.85 -3.62 5.57 -0.20
C -0.76 -3.26 6.48 -0.20
C -1.28 -2.36 7.58 -0.22
N -2.27 -2.97 8.44 -0.06
C -2.96 -2.17 9.50 -0.17
C -4.19 -1.36 8.98 -0.24
O -4.99 -2.00 8.06 -0.18
C -5.66 -3.11 8.57 -0.11
H -0.83 -3.93 3.81 0.08
H -2.16 -5.05 4.02 0.08
H -0.75 -5.31 4.94 0.08
H 0.10 -2.88 5.92 0.12
H -0.40 -4.19 6.93 0.11
H -1.79 -1.51 7.14 0.12
H -0.42 -2.07 8.19 0.12
H -2.96 -3.20 7.74 0.08
H -2.30 -1.77 10.27 0.12
H -3.36 -3.01 10.08 0.08
H -3.66 -0.46 8.66 0.11
H -4.81 -0.98 9.79 0.12
H -6.39 -2.66 9.24 0.09
H -5.05 -3.81 9.16 0.08
H -6.12 -3.72 7.79 0.10
C 13.52 -2.46 0.75 -0.15
O 12.36 -3.05 1.23 -0.18
C 11.60 -3.61 0.19 -0.20
C 10.19 -3.97 0.80 -0.16
N 9.47 -2.72 1.14 -0.10
C 8.28 -2.78 1.89 -0.28
C 7.56 -1.50 1.80 -0.23
O 6.65 -1.35 2.88 -0.17
C 5.46 -2.14 2.76 -0.10
H 14.07 -3.14 0.10 0.08
H 14.21 -2.10 1.51 0.09
H 13.43 -1.72 -0.04 0.08
H 12.13 -4.52 -0.08 0.12
H 11.50 -2.98 -0.70 0.12
H 10.15 -4.52 1.73 0.11
H 9.60 -4.47 0.03 0.11
H 10.13 -2.25 1.73 0.10
H 8.60 -3.13 2.88 0.13
H 7.65 -3.53 1.40 0.12
H 7.07 -1.54 0.83 0.12
H 8.22 -0.64 1.76 0.13
H 5.68 -3.20 2.64 0.07
H 4.79 -1.92 1.92 0.08
H 4.86 -2.03 3.66 0.08
C 0.33 7.54 0.59 -0.09
O 1.46 8.42 0.29 -0.22
C 1.08 9.71 -0.33 -0.19
C 2.40 10.28 -0.75 -0.25
N 3.14 10.80 0.41 -0.04
C 4.45 11.18 -0.06 -0.21
C 5.37 11.80 1.01 -0.27
O 5.58 10.93 2.05 -0.17
C 6.81 11.24 2.78 -0.09
H -0.09 7.07 -0.30 0.07
H -0.51 8.11 0.98 0.08
H 0.65 6.72 1.24 0.08
H 0.38 10.36 0.20 0.12
H 0.50 9.42 -1.21 0.11
H 2.26 11.08 -1.47 0.12
H 2.92 9.54 -1.35 0.12
H 3.22 10.00 1.02 0.11
H 4.41 11.92 -0.86 0.12
H 4.93 10.27 -0.44 0.12
H 5.13 12.77 1.45 0.12
H 6.33 12.03 0.53 0.11
H 7.14 12.26 2.95 0.08
H 7.69 10.67 2.47 0.08
H 6.79 10.85 3.79 0.08
```